C21H23NNa | the ωB97M-V functional and the def2-TZVPD basis

Atoms and positions in Å:
C 2.70 3.43 -1.54
C 3.27 2.21 -0.82
C 2.72 2.03 0.58
N 1.27 1.90 0.52
C 0.65 1.10 1.55
C -0.84 1.38 1.70
C -1.64 1.44 0.55
C -3.02 1.29 0.70
C -3.56 1.06 1.98
C -2.74 1.09 3.12
C -1.37 1.27 2.98
C 0.74 3.24 0.08
C 1.18 3.50 -1.37
H 3.17 4.36 -1.21
H 2.91 3.36 -2.62
H 3.05 1.33 -1.43
H 4.36 2.31 -0.77
H 3.16 1.14 1.03
H 2.98 2.91 1.21
H 1.19 1.21 2.53
H -1.17 1.52 -0.42
H -3.65 1.37 -0.19
H -4.61 0.90 2.07
H -3.18 0.99 4.12
H -0.70 1.25 3.84
H -0.36 3.28 0.11
H 1.12 4.06 0.75
H 0.79 4.50 -1.69
H 0.69 2.77 -2.03
C -0.97 -1.93 0.97
Na 1.84 -4.02 4.57
C 0.04 -1.20 0.37
C 0.89 -0.46 1.34
C 0.39 -1.07 2.65
C -0.74 -1.87 2.46
C -1.38 -2.62 3.48
C -0.83 -2.55 4.75
C 0.30 -1.76 4.99
C 0.89 -1.02 3.94
H -1.76 -2.50 0.49
H 0.25 -1.16 -0.73
H 2.00 -0.49 1.16
H -2.21 -3.29 3.15
H -1.26 -3.18 5.53
H 0.71 -1.68 6.01
H 1.79 -0.48 4.16

**Net charge**: +1



C21H23NO4 | the ωB97M-V functional and the def2-TZVPD basis

Atoms and positions in Å:
C 6.87 -0.87 0.14
O 5.60 0.01 -0.20
C 4.56 -0.58 0.39
C 3.46 0.25 0.25
O 2.78 0.36 1.23
N 3.16 0.95 -1.07
C 3.84 0.55 -2.32
C 2.93 -0.56 -3.25
C 1.60 0.13 -3.39
C 0.92 0.67 -1.95
C 0.66 -0.69 -0.95
O 1.26 -1.61 -0.68
C -0.50 -0.36 0.00
C -1.91 0.27 -0.56
C -2.80 0.29 0.34
C -2.59 0.24 1.74
O -3.68 0.41 2.70
C -4.88 0.27 2.56
C -5.89 1.16 2.87
C -7.09 0.89 2.81
C -7.67 -0.05 2.00
C -6.81 -0.80 1.23
C -5.37 -0.61 1.56
C -1.32 -0.47 2.08
C -0.40 -0.59 1.21
C 1.83 1.34 -1.16
H 6.92 -0.90 1.26
H 6.77 -1.82 -0.15
H 7.72 -0.15 -0.38
H 4.42 -1.40 0.00
H 4.65 -0.85 1.55
H 3.91 1.38 -2.81
H 4.65 0.06 -1.96
H 2.94 -1.49 -2.35
H 3.48 -0.70 -4.10
H 1.62 0.98 -3.79
H 0.84 -0.77 -3.79
H 0.06 1.00 -2.35
H -1.94 0.37 -1.59
H -3.78 0.51 0.03
H -5.44 2.06 3.67
H -7.95 1.64 3.11
H -8.66 -0.08 1.83
H -7.08 -1.60 0.79
H -4.76 -1.44 1.05
H -1.31 -0.24 3.10
H 0.63 -1.06 1.59
H 2.16 2.13 -2.00
H 1.59 1.78 -0.28

**SMILES**: COCC(=O)N1CCC[C@@H](C(=O)c2ccc(Oc3ccccc3)cc2)C1
**ΔE to the lowest compared entry with this formula, charge and spin**: 435.49 kcal/mol
**Net charge**: 0



Result set for highest occupied orbital energy: -10.5; -8.1 eV, one per record in the order listed.
Result set for max |F|: 2.32; 14.21 eV Å⁻¹, one per record in the order listed.